The following is a quantum chemistry calculation of a cluster of 6 separate species, C37H56F7INO13PS6 in total at a distorted geometry, from OMol25.

Values from the calculation:
Calculated total energy (a.u.): -6203.2574
Spin multiplicity: 1
Orbital gap (eV): 7.14

Geometry (Å):
C -2.555 -0.428 5.120
C -2.660 -0.538 3.532
C -3.413 -1.861 3.168
O -3.935 -1.938 1.812
C -3.248 -1.134 0.925
C -3.824 0.136 0.558
C -3.184 1.108 -0.339
S -3.991 2.680 -0.667
O -5.228 2.400 -1.404
O -3.213 3.689 -1.348
C -4.437 3.429 1.012
F -3.825 2.744 2.055
F -3.890 4.690 1.059
C -5.982 3.425 1.313
F -6.123 3.857 2.627
F -6.535 2.179 1.259
C -6.857 4.401 0.409
F -6.158 5.088 -0.518
F -7.756 3.625 -0.287
F -7.630 5.212 1.193
C -1.895 0.759 -0.920
C -1.315 -0.545 -0.540
C -1.947 -1.492 0.353
C -1.338 -2.865 0.751
C -2.072 -4.087 0.068
O -2.855 -3.704 -1.083
C 0.099 -0.902 -1.121
O 0.389 -1.993 -1.540
C 1.083 0.313 -1.153
C 2.486 0.159 -0.772
C 3.089 -1.211 -0.286
C 3.673 -1.085 1.175
C 5.167 -0.655 1.365
N 2.907 -1.335 2.166
C 3.315 1.363 -0.840
C 2.786 2.661 -1.246
C 3.781 3.871 -1.232
C 4.119 4.140 0.311
O 3.063 3.652 1.175
C 1.373 2.778 -1.625
P 0.790 4.480 -2.130
O -0.641 4.745 -1.253
I 0.292 4.519 -4.561
C 0.504 1.606 -1.566
C -1.039 1.605 -1.900
O -1.422 2.162 -2.888
H -3.617 -0.280 5.473
H -2.019 0.514 5.414
H -2.100 -1.336 5.583
H -1.608 -0.524 3.129
H -3.194 0.396 3.210
H -2.730 -2.733 3.325
H -4.279 -1.964 3.872
H -4.819 0.394 1.002
H -0.245 -2.956 0.492
H -1.410 -3.040 1.856
H -1.357 -4.889 -0.267
H -2.759 -4.598 0.802
H -3.519 -4.404 -1.201
H 2.286 -1.993 -0.203
H 3.853 -1.544 -1.030
H 5.497 -0.042 0.482
H 5.862 -1.536 1.396
H 5.304 0.001 2.264
H 3.438 -1.235 3.043
H 4.392 1.328 -0.538
H 3.326 4.813 -1.612
H 4.732 3.657 -1.773
H 5.057 3.597 0.608
H 4.235 5.229 0.541
H 3.434 3.423 2.043
H -0.396 4.628 -0.313
C 1.713 -6.408 -1.298
S 2.007 -5.686 0.327
O 1.019 -4.589 0.512
C 3.587 -4.926 -0.090
H 0.746 -6.910 -1.281
H 1.703 -5.624 -2.056
H 2.495 -7.136 -1.519
H 3.457 -4.236 -0.926
H 4.307 -5.703 -0.351
H 3.945 -4.378 0.782
C -2.709 -8.790 3.531
S -1.546 -7.509 3.024
O -2.339 -6.297 2.682
C -1.069 -8.298 1.473
H -3.164 -8.485 4.473
H -3.486 -8.908 2.774
H -2.176 -9.730 3.674
H -1.949 -8.449 0.845
H -0.590 -9.256 1.684
H -0.362 -7.648 0.957
C 0.252 -3.897 5.528
S 0.546 -3.267 7.192
O -0.414 -2.153 7.422
C 2.150 -2.528 6.829
H -0.728 -4.372 5.509
H 0.271 -3.075 4.810
H 1.016 -4.634 5.277
H 2.048 -1.793 6.029
H 2.853 -3.310 6.536
H 2.513 -2.035 7.731
C -1.050 8.635 -4.986
S 0.150 8.658 -6.331
O 1.447 8.181 -5.780
C 0.250 10.454 -6.463
H -1.235 7.598 -4.709
H -0.653 9.176 -4.125
H -1.982 9.093 -5.321
H 0.565 10.879 -5.508
H -0.725 10.852 -6.749
H 0.982 10.702 -7.230
C 2.623 2.083 -6.935
S 3.618 1.792 -5.461
O 3.751 3.092 -4.748
C 5.167 1.498 -6.337
H 1.609 2.327 -6.620
H 3.037 2.915 -7.505
H 2.605 1.179 -7.546
H 5.420 2.368 -6.945
H 5.066 0.614 -6.969
H 5.951 1.329 -5.601

***

The following is a quantum chemistry calculation of a cluster of 2 separate species, C5H11N3O in total, from OMol25.

Values from the calculation:
Calculated total energy (a.u.): -436.5661
Spin multiplicity: 1
Structure (SMILES): C/C(N)=N/N.C=CC=O
Energy above the lowest of the compared OMol25 structures with the same formula, charge and spin (eV): 2.203
Orbital gap (eV): 8.70

Geometry (Å):
C -0.119 1.145 -2.128
C -0.452 1.167 -0.668
N -1.581 0.257 1.126
N 0.051 2.229 0.070
N -1.234 0.269 -0.221
H -1.687 1.187 1.527
H -2.442 -0.270 1.214
H 0.801 2.728 -0.384
H 0.291 1.992 1.024
H -0.456 2.068 -2.598
H -0.612 0.302 -2.599
H 0.958 1.063 -2.269
C 1.463 -0.740 0.503
C 0.683 -1.729 1.239
C 0.231 -2.835 0.661
O 1.900 0.288 0.965
H 1.652 -1.013 -0.553
H 0.482 -1.502 2.276
H 0.425 -3.041 -0.380
H -0.353 -3.564 1.195

***

The following is a quantum chemistry calculation of an isolated molecule of C5H7N3O3S2 at a distorted geometry, from OMol25.

Values from the calculation:
Calculated total energy (a.u.): -1381.0377
Spin multiplicity: 1
Structure (SMILES): O=C(NC=S)C1=CCNS(=O)(=O)N1
Energy above the lowest of the compared OMol25 structures with the same formula, charge and spin (eV): 0.000
Orbital gap (eV): 8.42

Geometry (Å):
C 0.075 0.338 0.120
C 3.735 -0.126 -0.322
C -2.311 1.035 0.123
C -0.892 1.226 -0.103
C 1.430 0.730 -0.291
N -0.228 -0.968 0.490
N -2.763 -0.253 0.635
N 2.495 -0.094 0.164
O -1.666 -1.153 -1.587
O -2.099 -2.722 0.349
O 1.641 1.697 -0.953
S 4.853 -1.170 0.106
S -1.792 -1.404 -0.150
H 3.969 0.573 -1.112
H -2.845 1.771 0.813
H -2.930 1.073 -0.744
H -0.744 2.242 -0.344
H -2.676 -0.382 1.666
H 2.414 -0.680 0.946
H 0.333 -1.732 0.193

***

The following is a quantum chemistry calculation of a structure of composition C6H6FeLiO2 at a distorted geometry, from OMol25.

Values from the calculation:
Expectation value of S²: 8.76
Calculated total energy (a.u.): -1651.8147
Spin multiplicity: 6
Orbital gap (spin up / spin down) (eV): 9.82 / 6.75
Net charge: +4

Geometry (Å):
C -0.778 2.130 -0.096
C -1.140 0.857 -0.377
C -1.027 -0.371 0.468
H -1.029 2.915 -0.816
H -0.408 2.432 0.889
H -1.527 0.620 -1.373
H -2.027 -0.816 0.614
C -0.501 -0.182 1.781
O -0.108 -0.046 2.824
O 1.797 -0.245 -0.741
C 1.087 -1.331 -0.798
C -0.079 -1.679 -0.268
Fe 1.187 1.429 -1.440
Li 3.602 -0.539 0.037
H 1.246 -2.537 -0.906
H -0.294 -2.636 0.202

***

The following is a quantum chemistry calculation of a cluster of 2 separate species, C15H23BrNO6 in total at a distorted geometry, from OMol25.

Values from the calculation:
Calculated total energy (a.u.): -3665.5803
Spin multiplicity: 1
Orbital gap (eV): 7.31
Net charge: -1

Geometry (Å):
C 1.822 -4.807 -0.574
C 2.287 -3.725 -0.794
C 2.538 -2.234 -0.842
C 2.206 -1.497 0.484
C 1.067 -2.305 1.235
O -0.139 -2.022 1.026
O 1.363 -3.214 2.024
O 3.307 -1.577 1.434
C 2.882 -0.713 2.450
O 3.305 -0.807 3.550
O 2.002 0.208 1.928
C 2.057 0.048 0.467
C 3.324 0.890 0.053
C 3.653 2.073 1.016
N 2.601 3.079 1.171
C 0.695 0.646 0.025
C 0.208 0.231 -1.386
C 1.221 0.505 -2.532
Br -1.362 1.409 -1.794
H 1.336 -5.712 -0.241
H 1.953 -1.869 -1.705
H 3.604 -2.075 -1.115
H 3.229 1.322 -0.963
H 4.218 0.229 0.016
H 4.534 2.605 0.588
H 3.967 1.742 2.024
H 1.897 2.796 1.842
H 2.199 3.329 0.275
H -0.068 0.285 0.744
H 0.677 1.748 0.090
H -0.198 -0.793 -1.415
H 2.205 0.036 -2.329
H 0.851 0.084 -3.482
H 1.429 1.593 -2.595
C -5.286 0.329 1.166
C -5.850 1.188 0.044
C -6.080 0.369 -1.217
O -4.949 2.256 -0.239
H -4.320 -0.096 0.881
H -5.117 0.931 2.061
H -5.965 -0.488 1.418
H -6.791 1.640 0.365
H -5.140 -0.055 -1.580
H -6.475 0.999 -2.016
H -6.783 -0.448 -1.035
H -4.115 1.865 -0.523

***

The following is a quantum chemistry calculation of a cluster of 5 separate species, C29H39N6O5P in total at a distorted geometry, from OMol25.

Values from the calculation:
Calculated total energy (a.u.): -2174.3597
Spin multiplicity: 1
Structure (SMILES): [H]/N=C(/C)CO[P@@](=O)(O)OCCN(CC)C(C)=O.c1ccncc1.c1ccncc1.c1ccncc1.c1ccncc1
Orbital gap (eV): 9.38

Geometry (Å):
C -1.902 1.769 2.194
C -2.713 0.342 2.220
N -1.984 -0.802 1.514
C -0.497 -0.788 1.796
C 0.202 -2.304 1.723
O 1.342 -2.377 0.797
P 0.861 -2.753 -0.832
O -0.356 -3.753 -0.964
O 2.248 -3.589 -1.563
O 0.468 -1.299 -1.712
C 1.657 -0.479 -1.996
C 1.668 0.954 -1.142
C 0.964 2.320 -1.802
N 2.257 1.122 0.088
C -2.308 -0.610 0.048
C -3.360 -1.728 -0.613
O -1.874 0.377 -0.740
H -1.162 1.895 1.284
H -1.217 1.841 3.168
H -2.690 2.633 2.152
H -3.706 0.517 1.581
H -3.017 -0.039 3.284
H -0.335 -0.422 2.920
H 0.117 -0.033 1.127
H -0.640 -3.096 1.545
H 0.643 -2.538 2.807
H 2.128 -3.577 -2.571
H 2.681 -1.036 -1.898
H 1.568 -0.151 -3.140
H 0.942 2.153 -2.981
H -0.112 2.513 -1.380
H 1.601 3.290 -1.623
H 2.668 0.190 0.337
H -3.948 -2.236 0.290
H -2.816 -2.529 -1.270
H -4.162 -1.085 -1.201
N -2.335 4.055 -2.393
C -2.985 5.085 -2.977
C -4.195 4.957 -3.640
C -4.774 3.694 -3.714
C -4.127 2.613 -3.125
C -2.922 2.842 -2.481
H -2.491 6.049 -2.895
H -4.674 5.820 -4.088
H -5.721 3.554 -4.227
H -4.552 1.616 -3.166
H -2.381 2.030 -2.002
N 2.136 3.442 -5.317
C 1.143 4.299 -4.994
C 1.079 5.609 -5.440
C 2.097 6.073 -6.266
C 3.136 5.215 -6.615
C 3.110 3.921 -6.121
H 0.373 3.890 -4.345
H 0.255 6.252 -5.151
H 2.082 7.094 -6.635
H 3.945 5.547 -7.256
H 3.896 3.212 -6.368
N 1.327 -1.082 4.994
C 2.154 -0.019 4.885
C 2.693 0.652 5.971
C 2.363 0.212 7.248
C 1.512 -0.879 7.392
C 1.026 -1.488 6.246
H 2.379 0.289 3.868
H 3.354 1.499 5.824
H 2.765 0.713 8.123
H 1.234 -1.247 8.374
H 0.361 -2.345 6.307
N 1.928 -6.869 3.747
C 2.094 -6.088 2.657
C 1.361 -6.228 1.490
C 0.401 -7.233 1.433
C 0.208 -8.054 2.538
C 0.987 -7.834 3.663
H 2.857 -5.321 2.750
H 1.535 -5.571 0.646
H -0.192 -7.374 0.534
H -0.533 -8.847 2.525
H 0.871 -8.446 4.552

***

Repeat the second record exactly.
The following is a quantum chemistry calculation of a cluster of 2 separate species, C5H11N3O in total, from OMol25.

Values from the calculation:
Calculated total energy (a.u.): -436.5661
Spin multiplicity: 1
Structure (SMILES): C/C(N)=N/N.C=CC=O
Energy above the lowest of the compared OMol25 structures with the same formula, charge and spin (eV): 2.203
Orbital gap (eV): 8.70

Geometry (Å):
C -0.119 1.145 -2.128
C -0.452 1.167 -0.668
N -1.581 0.257 1.126
N 0.051 2.229 0.070
N -1.234 0.269 -0.221
H -1.687 1.187 1.527
H -2.442 -0.270 1.214
H 0.801 2.728 -0.384
H 0.291 1.992 1.024
H -0.456 2.068 -2.598
H -0.612 0.302 -2.599
H 0.958 1.063 -2.269
C 1.463 -0.740 0.503
C 0.683 -1.729 1.239
C 0.231 -2.835 0.661
O 1.900 0.288 0.965
H 1.652 -1.013 -0.553
H 0.482 -1.502 2.276
H 0.425 -3.041 -0.380
H -0.353 -3.564 1.195

***

What is the spin multiplicity in the second record? 1

***

Look up the calculated total energy of the first one. -6203.2574 a.u.

***

Which value of calculated total energy does entry 1 give? -6203.2574 a.u.